1.
Molecular formula: C26H64N4O16
Method: DFT, ωB97M-V/def2-TZVPD

```
! wB97M-V def2-TZVPD RIJCOSX def2/J DEFGRID3
* xyz 0 1
C 36.6869 -11.5197 -18.5441
C 36.0936 -10.1696 -18.2793
C 34.6814 -10.1310 -17.7977
O 34.6586 -9.0370 -16.8785
C 35.8919 -8.9104 -16.3663
O 36.1288 -8.3561 -15.3428
O 36.7877 -9.5795 -17.1267
H 36.2409 -12.0186 -19.4107
H 36.5755 -12.1883 -17.6892
H 37.7432 -11.4988 -18.8171
H 36.2867 -9.4441 -19.0705
H 34.2118 -11.0334 -17.4060
H 34.0155 -9.8292 -18.6137
C 37.9130 -12.2853 -11.8897
C 37.1867 -11.3673 -12.8330
C 37.5306 -11.5722 -14.3094
O 36.3346 -12.0012 -14.9277
C 35.3453 -12.0227 -13.9777
O 34.2383 -12.3773 -14.1971
O 35.7709 -11.5442 -12.8002
H 37.7214 -13.3602 -11.9371
H 37.9570 -11.9848 -10.8407
H 38.9851 -12.2207 -12.1328
H 37.4889 -10.3666 -12.5195
H 38.4459 -12.1566 -14.4062
H 37.7912 -10.5848 -14.7046
C 36.4208 -16.2418 -17.9577
N 36.1910 -16.2401 -16.4862
C 36.2960 -14.9375 -15.8417
C 35.4954 -17.2202 -15.8989
O 35.0305 -17.1408 -14.7641
H 35.8163 -17.0722 -18.3089
H 37.4856 -16.4344 -18.0377
H 36.1285 -15.3042 -18.4190
H 37.1696 -14.4187 -16.2331
H 35.3646 -14.3858 -15.9804
H 36.4899 -14.9997 -14.7736
H 35.4693 -18.1691 -16.4535
C 41.1435 -20.7988 -20.2144
N 40.7046 -19.4173 -20.0892
C 39.4931 -19.2347 -19.3162
C 41.4000 -18.3839 -20.5925
O 41.0026 -17.2501 -20.7613
H 41.7931 -20.8436 -21.0881
H 40.2575 -21.3881 -20.4600
H 41.6086 -21.2389 -19.3328
H 38.6161 -19.5969 -19.8474
H 39.6194 -19.6720 -18.3210
H 39.3211 -18.1999 -19.0171
H 42.4128 -18.6562 -20.9318
C 38.5817 -19.2385 -15.4555
N 39.9180 -18.7736 -15.7682
C 40.9825 -19.5274 -15.1723
C 40.1130 -17.6469 -16.4859
O 41.1992 -17.1387 -16.7056
H 38.3759 -19.2106 -14.3857
H 38.4615 -20.2621 -15.8301
H 37.8185 -18.7171 -16.0345
H 41.9441 -19.0813 -15.4276
H 40.9333 -19.4120 -14.0804
H 40.9528 -20.5891 -15.4147
H 39.1467 -17.2711 -16.8603
C 33.8251 -20.8795 -20.1580
N 34.6989 -20.6654 -19.0247
C 34.1594 -21.0818 -17.7497
C 35.7783 -19.8588 -19.0629
O 36.4624 -19.5840 -18.0950
H 34.1719 -20.5075 -21.1181
H 32.8461 -20.4362 -19.9512
H 33.6539 -21.9555 -20.2468
H 33.2113 -20.5572 -17.5855
H 33.9800 -22.1449 -17.5948
H 34.7542 -20.7630 -16.8963
H 35.9723 -19.5082 -20.0874
C 35.7120 -16.0018 -11.8333
O 34.9883 -17.1954 -11.8828
H 35.4419 -15.2575 -12.5934
H 35.6297 -15.4849 -10.8793
H 36.7748 -16.1751 -12.0518
H 34.8851 -17.4550 -12.8126
C 37.6515 -16.4748 -21.3331
O 36.3471 -17.0325 -21.2202
H 37.5889 -15.3982 -21.4763
H 38.2855 -16.6437 -20.4536
H 38.2011 -17.0083 -22.1126
H 36.3490 -17.9002 -21.6225
C 39.8577 -14.2457 -18.3414
O 41.1962 -14.5972 -17.9948
H 39.4471 -15.1025 -18.8844
H 39.2699 -14.1545 -17.4147
H 39.8473 -13.2722 -18.8210
H 41.1753 -15.4399 -17.5036
C 31.6839 -17.6753 -13.2833
O 30.3381 -17.6404 -13.7480
H 32.4138 -17.6637 -14.0949
H 31.8522 -16.8638 -12.5824
H 31.8576 -18.6016 -12.7205
H 30.2471 -18.2996 -14.4390
C 39.4873 -15.7416 -13.7760
O 39.4022 -14.7245 -14.7590
H 39.3876 -15.2978 -12.7809
H 38.6021 -16.3600 -13.9467
H 40.3477 -16.4133 -13.8312
H 40.1835 -14.1621 -14.7469
C 33.1709 -15.5825 -19.9109
O 32.3431 -14.4466 -19.6670
H 33.8576 -15.7502 -19.0708
H 32.5090 -16.4407 -19.9901
H 33.8479 -15.4362 -20.7560
H 32.8347 -13.6737 -19.9560
*
```

Properties
Maximum force, eV Å⁻¹: 2.45
Energy above the lowest of the compared OMol25 structures with the same formula, charge and spin, eV: 0.0000
HOMO, eV: -9.42
Calculated total energy, Eh: -2451.8320
SMILES: C[C@H]1COC(=O)O1.C[C@H]1COC(=O)O1.CN(C)C=O.CN(C)C=O.CN(C)C=O.CN(C)C=O.CO.CO.CO.CO.CO.CO
Lowest unoccupied orbital energy, Eh: 0.001
M, g/mol: 688.81

2.
Molecular formula: C26H66Ca2N4O10
Method: DFT, ωB97M-V/def2-TZVPD

```
! wB97M-V def2-TZVPD RIJCOSX def2/J DEFGRID3
* xyz 2 1
Ca -2.3059 -16.6091 -18.5152
Ca -5.8982 -15.6689 -17.9513
C -3.0706 -19.4178 -20.1984
O -2.7654 -18.0696 -20.1630
H -3.2065 -19.7657 -21.2337
H -2.2678 -20.0592 -19.7885
H -3.9935 -19.6872 -19.6560
C -4.1853 -18.3528 -16.6683
O -4.2087 -16.9719 -17.0152
H -5.1700 -18.8144 -16.7832
H -3.5250 -18.9490 -17.3220
H -3.7559 -18.4559 -15.6695
C 0.9357 -21.9514 -8.5429
O -0.4378 -22.0013 -8.8156
C -0.7211 -22.4343 -10.1206
C -2.1570 -22.9462 -10.1785
N -2.2591 -24.2236 -10.9030
C -1.9638 -24.1443 -12.3228
C -2.9423 -23.3671 -13.1870
O -2.6964 -21.9588 -13.0988
C -3.6555 -21.2286 -13.7845
H 1.4496 -21.1976 -9.1612
H 1.4363 -22.9122 -8.7129
H 1.0721 -21.6593 -7.5041
H -0.0344 -23.2417 -10.4145
H -0.5775 -21.6159 -10.8427
H -2.8112 -22.1850 -10.6247
H -2.5094 -23.1202 -9.1626
H -3.2001 -24.5798 -10.7849
H -2.0303 -25.1698 -12.7035
H -0.9492 -23.7847 -12.4916
H -3.9817 -23.5710 -12.8971
H -2.8022 -23.6401 -14.2440
H -3.3794 -20.1685 -13.7808
H -4.6412 -21.2844 -13.3077
H -3.6912 -21.5325 -14.8433
C -0.2571 -11.0250 -17.9995
O -0.5819 -11.1333 -16.6393
C -1.9648 -11.1701 -16.4139
C -2.1991 -11.2738 -14.9279
N -1.8855 -12.6318 -14.4900
C -2.2145 -12.8706 -13.0930
C -2.2092 -14.3281 -12.7425
O -3.3049 -14.9789 -13.3773
C -3.3113 -16.3421 -13.0600
H -0.4242 -11.9922 -18.5021
H 0.7933 -10.7678 -18.0920
H -0.8830 -10.2760 -18.4981
H -2.4423 -12.0510 -16.8843
H -2.4338 -10.2567 -16.8071
H -3.2449 -11.0302 -14.7271
H -1.5482 -10.5325 -14.4459
H -0.8793 -12.6771 -14.6365
H -3.1746 -12.3894 -12.8865
H -1.5425 -12.3449 -12.3914
H -2.3342 -14.3840 -11.6521
H -1.2668 -14.8071 -13.0308
H -2.4071 -16.8462 -13.4269
H -4.1408 -16.8059 -13.6056
H -3.4909 -16.5436 -12.0004
C -0.1652 -12.0256 -21.4407
O 0.5173 -13.0999 -20.8358
C -0.2595 -14.2455 -20.6739
C 0.4823 -15.1804 -19.7500
N -0.1671 -16.5257 -19.7211
C 0.7283 -17.4974 -19.0677
C 0.1136 -18.6090 -18.2349
O -0.7683 -18.0165 -17.2654
C -0.7665 -18.6717 -16.0057
H -1.1351 -11.8346 -20.9617
H -0.3563 -12.2272 -22.4994
H 0.4625 -11.1482 -21.3183
H -0.4207 -14.7600 -21.6367
H -1.2727 -13.9788 -20.3060
H 0.6398 -14.7756 -18.7470
H 1.4997 -15.3090 -20.1406
H -0.2573 -16.8181 -20.6901
H 1.4273 -16.9775 -18.4028
H 1.4541 -17.9323 -19.7685
H 0.9782 -19.0168 -17.7017
H -0.3781 -19.4207 -18.7689
H -1.2539 -19.6468 -16.0051
H -1.2739 -18.0309 -15.2801
H 0.2550 -18.7396 -15.6205
C -8.0114 -13.6620 -19.5914
O -7.8414 -14.6500 -18.5516
C -9.0537 -15.3809 -18.1954
C -8.8989 -15.7071 -16.7358
N -7.7225 -16.6169 -16.5557
C -7.4772 -16.9817 -15.1447
C -7.7920 -18.4313 -14.8710
O -7.2914 -18.7334 -13.6217
C -7.5518 -20.0845 -13.2089
H -8.3221 -14.1227 -20.5315
H -7.0537 -13.1649 -19.7432
H -8.7613 -12.9205 -19.3187
H -9.1061 -16.2791 -18.8199
H -9.9365 -14.7787 -18.4002
H -9.7906 -16.2264 -16.3718
H -8.7812 -14.7769 -16.1833
H -7.9855 -17.4506 -17.0829
H -7.9845 -16.3167 -14.4428
H -6.4190 -16.8117 -14.9179
H -7.2833 -19.0582 -15.6348
H -8.8644 -18.6535 -15.0011
H -8.3639 -20.5139 -13.7964
H -7.8372 -20.0860 -12.1608
H -6.6420 -20.6669 -13.3373
*
```

Properties
Maximum force, eV Å⁻¹: 2.21
HOMO, eV: -11.46
Calculated total energy, Eh: -3356.2931
Lowest unoccupied orbital energy, Eh: -0.263
M, g/mol: 674.99

3.
Molecular formula: C26H68Li5N4O12
Method: DFT, ωB97M-V/def2-TZVPD

```
! wB97M-V def2-TZVPD RIJCOSX def2/J DEFGRID3
* xyz 4 2
Li -5.0968 -12.6979 22.9948
Li -6.6221 -12.2724 20.3940
Li -9.1306 -13.9877 21.0326
Li -7.1656 -13.1212 17.8780
Li -3.7135 -12.9350 19.2786
O -4.5306 -13.6373 21.2735
C -5.0299 -14.8380 20.7532
C -6.5556 -15.0224 20.5561
O -7.4407 -14.1592 19.7705
H -4.6076 -15.6772 21.3060
H -4.5789 -15.1208 19.8020
H -7.0858 -15.2459 21.4819
H -6.7970 -15.9998 20.1384
C -1.0390 -18.0310 16.4713
O -2.1687 -18.0236 17.3718
C -1.7758 -18.3026 18.7649
C -2.8972 -18.5795 19.7077
N -2.3697 -18.3394 21.1011
C -3.4475 -18.6422 22.0332
C -2.7627 -18.8862 23.4974
O -3.8539 -18.6702 24.4621
C -3.3585 -18.8020 25.7536
H -1.3010 -17.8859 15.4233
H -0.5162 -18.9837 16.5567
H -0.3939 -17.2296 16.8313
H -1.2294 -17.3922 19.0114
H -1.0702 -19.1334 18.7610
H -3.3687 -19.5623 19.7076
H -3.5808 -17.7831 19.4138
H -2.2982 -17.3338 21.1619
H -4.1339 -19.4378 21.7433
H -4.1540 -17.8134 22.0784
H -2.0740 -18.0516 23.6283
H -2.3744 -19.8936 23.6470
H -3.3987 -19.8262 26.1243
H -4.1205 -18.3158 26.3628
H -2.3829 -18.3515 25.9362
C -10.5268 -21.0566 28.4978
O -9.5182 -20.7724 27.4596
C -10.0423 -20.0407 26.3671
C -11.0426 -20.8294 25.4065
N -11.1398 -20.4317 24.0434
C -9.9313 -20.5671 23.2626
C -9.8413 -19.4454 22.2635
O -8.5187 -19.5115 21.7122
C -8.1023 -18.2247 21.2053
H -11.0987 -20.1486 28.6889
H -10.0716 -21.3222 29.4519
H -11.3010 -21.7537 28.1775
H -9.1498 -19.7748 25.8007
H -10.4804 -19.0848 26.6543
H -12.0179 -20.7898 25.8917
H -10.7990 -21.8917 25.4214
H -11.7884 -21.1695 23.8088
H -9.7910 -21.5491 22.8110
H -9.0710 -20.5248 23.9307
H -10.1131 -18.5656 22.8467
H -10.4588 -19.5976 21.3783
H -7.0983 -18.1620 20.7856
H -8.1029 -17.4682 21.9900
H -8.8218 -17.7658 20.5272
C -1.9680 -10.5935 20.7802
O -2.2533 -11.7519 19.8987
C -1.0600 -12.3073 19.3571
C -1.2506 -13.6881 18.8230
N -2.5079 -13.6432 18.0277
C -2.6455 -14.8858 17.2664
C -3.6380 -14.8264 16.0659
O -2.8798 -14.5824 14.9390
C -3.5296 -14.8947 13.6643
H -1.9129 -11.0353 21.7751
H -2.8208 -9.9155 20.7483
H -1.0239 -10.0773 20.6061
H -0.1742 -12.3180 19.9923
H -0.7412 -11.5509 18.6400
H -1.1880 -14.3293 19.7022
H -0.3902 -14.0165 18.2398
H -2.4468 -12.9358 17.3093
H -2.9344 -15.6427 17.9956
H -1.7557 -15.3646 16.8577
H -4.2859 -13.9631 16.2177
H -4.1794 -15.7601 15.9138
H -3.0191 -14.5407 12.7687
H -4.5356 -14.4750 13.6575
H -3.6226 -15.9807 13.6564
C -11.2346 -15.9780 19.4528
O -10.6784 -15.3619 20.5475
C -11.3777 -15.6102 21.7673
C -10.7282 -14.8470 22.9020
N -9.3118 -14.9565 22.9896
C -8.8067 -14.6094 24.3659
C -8.9833 -15.8038 25.3513
O -8.4926 -17.0864 25.1421
C -7.0968 -17.2842 24.7885
H -10.5428 -16.0414 18.6128
H -12.1670 -15.4768 19.1932
H -11.5422 -17.0062 19.6435
H -11.3363 -16.6575 22.0664
H -12.4264 -15.3367 21.6510
H -11.3796 -15.1257 23.7303
H -11.0835 -13.8497 22.6425
H -8.9372 -15.8723 22.7868
H -9.1617 -13.6298 24.6859
H -7.7454 -14.4183 24.2068
H -9.9935 -15.8420 25.7590
H -8.4864 -15.4343 26.2483
H -6.8188 -16.7464 23.8821
H -6.8397 -18.3295 24.6172
H -6.3629 -16.9403 25.5174
O -3.0995 -12.4967 23.6471
H -2.5168 -13.1997 23.9344
H -2.8166 -11.7311 24.1472
O -1.9298 -15.4245 21.8743
H -2.5139 -15.4207 22.6326
H -1.9863 -14.5357 21.5233
*
```

Properties
Maximum force, eV Å⁻¹: 4.12
HOMO (alpha / beta), eV: -16.35 / -16.35
Calculated total energy, Eh: -2189.4700
<S²>: 0.75
Lowest unoccupied orbital energy (alpha / beta), Eh: -0.440 / -0.481
M, g/mol: 663.55

4.
Molecular formula: C26H70Cl2N3NaO11
Method: DFT, ωB97M-V/def2-TZVPD

```
! wB97M-V def2-TZVPD RIJCOSX def2/J DEFGRID3
* xyz 0 1
Na -3.3628 0.0235 -0.9045
C 3.2210 1.4383 1.0826
C 2.0021 0.8153 0.4977
O 0.8110 0.7924 1.2160
H 4.0971 1.3665 0.4381
H 3.5774 1.0221 2.0249
H 3.0849 2.4811 1.3693
H 2.2302 -0.1929 0.1517
H 1.7972 1.3507 -0.4294
Cl -2.2053 -6.7939 4.3039
C -0.9797 -5.5218 4.6967
C -0.4540 -4.9769 3.3766
Cl 0.6851 -6.0204 2.4704
H -0.1806 -6.0265 5.2397
H -1.4409 -4.7620 5.3276
H 0.1286 -4.0701 3.5392
H -1.2765 -4.6500 2.7405
C 0.8590 6.2652 1.4462
O -0.2524 5.3732 1.5836
H 0.5082 7.2930 1.5385
H 1.5599 6.1901 2.2777
H 1.3345 6.2009 0.4675
H 0.0007 4.4471 1.5851
C 4.2340 -2.8222 5.9501
O 3.7985 -2.3275 7.1886
H 4.1544 -2.0222 5.2141
H 5.2247 -3.2706 6.0239
H 3.5707 -3.6350 5.6544
H 2.9140 -2.0002 7.0094
C 7.7173 3.9563 4.8676
O 7.9631 4.9951 5.8134
H 8.0067 2.9372 5.1240
H 6.6765 3.9580 4.5437
H 8.1742 4.2327 3.9174
H 8.8466 5.3410 5.6673
C 1.1602 1.6766 6.0208
O 0.6494 0.4513 5.7428
H 1.5473 1.6988 7.0395
H 1.9909 1.9793 5.3833
H 0.4365 2.4915 6.0039
H 0.3530 0.4507 4.8297
C -4.2821 0.8874 -5.2712
O -3.5964 1.7914 -4.4277
C -3.5541 3.0499 -4.9409
C -2.9425 3.8586 -3.8281
N -3.7309 3.8113 -2.5376
C -5.1200 4.1342 -2.5497
C -5.3609 5.6255 -2.9898
O -4.7426 6.6096 -2.1851
C -4.9259 7.9096 -2.7237
H -5.3210 1.1299 -5.4948
H -4.1815 -0.0879 -4.7950
H -3.7984 0.8768 -6.2479
H -4.5678 3.3441 -5.2129
H -2.8883 2.9828 -5.8013
H -2.7570 4.8694 -4.1917
H -1.9501 3.4768 -3.5883
H -3.3099 4.3855 -1.8212
H -5.5578 4.0829 -1.5529
H -5.7314 3.3867 -3.0552
H -6.4222 5.8704 -2.9500
H -5.1690 5.7470 -4.0558
H -5.9569 8.2562 -2.6529
H -4.5166 8.1528 -3.7042
H -4.4053 8.6141 -2.0750
C 2.8204 -1.6591 -4.8460
O 3.9696 -0.9048 -5.1623
C 4.9875 -1.0378 -4.1581
C 5.6113 -2.4801 -4.1536
N 7.0129 -2.6050 -3.6753
C 7.2111 -2.1235 -2.3207
C 6.4128 -3.0134 -1.2877
O 6.8133 -4.4021 -1.3544
C 6.0772 -5.2648 -0.5848
H 2.1528 -1.4292 -5.6764
H 2.3850 -1.2597 -3.9300
H 3.0414 -2.7249 -4.7883
H 4.5868 -0.6869 -3.2071
H 5.7436 -0.2789 -4.3593
H 5.6117 -2.9282 -5.1472
H 4.7820 -3.0851 -3.7871
H 7.1445 -3.5860 -3.4743
H 6.8855 -1.0936 -2.1743
H 8.2637 -2.2635 -2.0747
H 5.3628 -2.9996 -1.5798
H 6.5586 -2.6523 -0.2697
H 5.0502 -5.3639 -0.9363
H 5.9939 -5.0544 0.4815
H 6.5423 -6.2503 -0.5605
C -4.9671 0.1734 2.7325
O -5.4411 -0.4617 1.5397
C -6.6046 -1.2656 1.7648
C -7.0922 -1.8477 0.3933
N -6.0434 -2.5093 -0.4903
C -5.3232 -3.5741 0.1546
C -4.2346 -4.1417 -0.7469
O -3.0817 -3.2715 -0.8496
C -2.0354 -3.7968 -1.6459
H -5.6607 0.9529 3.0479
H -4.0106 0.6492 2.5163
H -4.8497 -0.4276 3.6343
H -7.3749 -0.6764 2.2622
H -6.3277 -2.0835 2.4299
H -7.4990 -1.0426 -0.2186
H -7.9192 -2.5542 0.4645
H -6.5185 -2.8469 -1.3152
H -5.9818 -4.4291 0.3080
H -4.8377 -3.3872 1.1124
H -4.5594 -4.4446 -1.7423
H -3.8425 -5.0460 -0.2814
H -1.6974 -4.7694 -1.2881
H -1.1760 -3.1596 -1.4374
H -2.3161 -3.7936 -2.6991
*
```

Properties
Maximum force, eV Å⁻¹: 3.15
HOMO, eV: -5.07
Calculated total energy, Eh: -3106.7987
Lowest unoccupied orbital energy, Eh: -0.043
M, g/mol: 694.75